Density functional theory data (ωB97M-V with the def2-TZVPD basis set) for a 5-piece molecular cluster, C15H40O5 overall.

Cartesian coordinates (Å):
C -31.166 -54.080 -33.247
C -30.047 -53.050 -33.190
C -28.627 -53.667 -33.445
O -30.214 -52.121 -34.191
H -31.277 -54.609 -34.148
H -32.081 -53.555 -33.313
H -31.101 -54.714 -32.245
H -29.945 -52.654 -32.137
H -28.275 -53.820 -34.546
H -28.489 -54.210 -32.801
H -28.054 -52.885 -32.998
H -30.364 -51.274 -33.894
C -29.200 -45.267 -29.339
C -30.268 -44.733 -30.313
C -31.525 -44.565 -29.537
O -29.776 -43.520 -30.799
H -29.459 -46.194 -29.036
H -28.772 -44.593 -28.367
H -28.384 -45.495 -29.988
H -30.181 -45.293 -31.125
H -32.389 -44.444 -30.325
H -31.790 -43.603 -28.995
H -31.684 -45.536 -29.042
H -28.837 -43.532 -30.927
C -32.013 -48.763 -35.168
C -31.443 -47.428 -34.955
C -32.108 -46.465 -33.935
O -30.088 -47.603 -34.688
H -31.337 -49.475 -35.869
H -32.762 -48.678 -35.670
H -32.190 -49.316 -34.259
H -31.404 -46.936 -36.007
H -32.084 -46.950 -32.898
H -33.171 -46.422 -34.014
H -31.776 -45.472 -33.757
H -29.914 -46.772 -35.091
C -26.148 -45.218 -32.880
C -25.817 -44.104 -31.802
C -25.316 -42.806 -32.333
O -27.037 -43.792 -31.121
H -25.267 -45.600 -33.318
H -26.784 -44.600 -33.704
H -26.587 -46.187 -32.436
H -25.197 -44.672 -31.059
H -25.853 -42.401 -33.057
H -24.305 -42.789 -32.952
H -25.110 -41.941 -31.517
H -26.805 -43.508 -30.276
C -29.701 -50.072 -30.514
C -29.534 -48.982 -31.485
C -28.057 -48.425 -31.536
O -29.776 -49.587 -32.713
H -29.701 -49.860 -29.352
H -28.874 -50.663 -30.812
H -30.484 -50.691 -30.446
H -30.213 -48.140 -31.151
H -27.858 -48.062 -32.556
H -27.211 -49.297 -31.436
H -27.864 -47.656 -30.751
H -29.933 -49.011 -33.401

Atomic forces in eV per Å
C 0.622 -0.159 3.243
C 1.531 -1.867 -0.061
C -2.927 11.254 -11.560
O -0.168 -1.549 -2.057
H 0.934 -1.381 -1.129
H -1.311 0.867 0.864
H -0.438 0.896 -2.408
H -0.584 0.109 -1.059
H -1.002 -0.171 2.265
H 2.676 -12.213 11.119
H 1.138 1.259 -0.631
H -0.425 2.947 1.462
C 1.882 3.144 0.783
C 2.718 3.532 5.291
C -3.845 0.488 -2.623
O -1.461 2.362 -0.263
H -1.153 -3.050 1.712
H -1.651 -1.585 -2.879
H 1.219 0.221 -0.155
H -1.097 -3.628 -3.244
H 1.167 -0.667 1.172
H 1.497 -1.378 0.038
H -0.404 0.781 0.404
H 0.793 -0.366 -0.298
C 8.422 -3.356 3.497
C -0.678 1.676 -1.905
C -0.550 -2.873 2.015
O 0.979 0.222 0.734
H -1.005 1.883 1.756
H -9.285 0.719 -5.416
H -0.156 -0.162 0.429
H -0.853 -0.409 1.362
H 0.547 0.343 -1.162
H -0.934 0.156 -0.848
H 0.910 0.838 -0.578
H 2.498 0.994 0.092
C -2.071 1.918 -0.049
C -0.353 -2.490 0.204
C 6.267 1.154 2.513
O -0.740 -0.939 -2.026
H 1.237 0.122 -0.772
H 1.083 -2.177 1.730
H -0.110 2.035 -0.558
H 0.139 1.071 -0.541
H -3.498 1.651 -2.828
H -1.418 -0.811 1.612
H -0.714 -2.242 -1.597
H 0.518 0.849 2.325
C 2.947 1.114 3.855
C 0.475 2.172 0.562
C 1.224 -1.713 0.517
O -0.490 -2.586 1.480
H 0.990 0.438 -2.218
H 1.006 -1.334 0.608
H -3.685 -1.871 -1.245
H 0.350 -0.438 -1.162
H -0.300 0.348 0.475
H -2.241 1.831 0.079
H -0.053 -0.532 -0.690
H -0.171 2.552 -2.233

As for the frontier orbital gap: 10.04 eV. The calculation puts the energy relative to the best compared isomer or geometry (same formula, charge and spin) at 927.4 kJ/mol. For the HOMO energy, the calculation gives -9.4 eV.

Löwdin atomic charge list, values in e, 4 entries: atom 1 (C): -0.06, atom 2 (C): -0.48, atom 3 (C): -0.01, atom 4 (O): -0.02